{"formula": "C21H56F30N8O10P5", "method": "the ωB97M-V functional and the def2-TZVPD basis", "max_force_ev_per_a": 5.49, "homo_lumo_gap_ev": 6.55, "e_tot_ev": -183061.5891, "total_charge": 1, "multiplicity": 1, "e_homo_ev": -10.62, "species": ["C", "C", "O", "N", "H", "H", "C", "H", "H", "H", "H", "H", "H", "C", "C", "O", "N", "H", "H", "C", "H", "H", "H", "H", "H", "H", "C", "C", "O", "N", "H", "H", "C", "H", "H", "H", "H", "H", "H", "C", "C", "O", "N", "H", "H", "C", "H", "H", "H", "H", "H", "H", "C", "C", "O", "N", "H", "H", "C", "H", "H", "H", "H", "H", "H", "C", "C", "O", "N", "H", "H", "C", "H", "H", "H", "H", "H", "H", "C", "C", "O", "N", "H", "H", "C", "H", "H", "H", "H", "H", "H", "P", "F", "F", "F", "F", "F", "F", "P", "F", "F", "F", "F", "F", "F", "P", "F", "F", "F", "F", "F", "F", "P", "F", "F", "F", "F", "F", "F", "P", "F", "F", "F", "F", "F", "F", "N", "O", "O", "O"], "xyz": [[1.426, 0.113, 2.658], [0.977, 0.783, 1.405], [1.653, 1.533, 0.716], [-0.501, 0.485, 0.976], [-0.817, 0.045, 1.830], [-0.887, 1.417, 0.939], [-0.594, -0.389, -0.262], [1.774, -0.865, 2.327], [0.839, -0.004, 3.569], [2.373, 0.582, 2.925], [-0.092, 0.265, -0.975], [-1.658, -0.519, -0.462], [-0.031, -1.306, -0.088], [-4.681, 2.712, 1.421], [-4.296, 1.285, 1.767], [-3.313, 0.715, 1.339], [-5.252, 0.674, 2.790], [-5.564, 1.314, 3.506], [-6.038, 0.319, 2.264], [-4.652, -0.470, 3.559], [-4.535, 3.234, 2.367], [-5.690, 2.762, 1.013], [-3.925, 3.007, 0.694], [-4.294, -1.294, 2.941], [-5.460, -1.101, 3.928], [-3.921, -0.060, 4.256], [-4.421, -1.939, -0.144], [-5.128, -2.892, -1.044], [-5.079, -4.108, -1.035], [-6.160, -2.191, -2.031], [-7.058, -2.255, -1.572], [-6.198, -1.185, -2.102], [-6.213, -2.716, -3.516], [-5.091, -1.269, 0.395], [-3.819, -1.318, -0.807], [-3.716, -2.460, 0.504], [-6.903, -3.559, -3.544], [-5.204, -2.927, -3.872], [-6.742, -1.912, -4.028], [-1.188, 2.141, -4.102], [-0.733, 1.953, -5.514], [-0.756, 0.865, -6.099], [-0.136, 3.158, -6.244], [-0.774, 3.383, -6.994], [-0.241, 3.965, -5.646], [1.383, 2.982, -6.658], [-0.455, 2.807, -3.647], [-1.196, 1.172, -3.602], [-2.185, 2.545, -3.929], [1.895, 3.936, -6.786], [1.388, 2.313, -7.518], [1.889, 2.365, -5.916], [1.102, -4.863, -0.413], [0.106, -5.925, -0.901], [0.112, -7.104, -0.555], [-0.815, -5.547, -2.037], [-0.769, -4.548, -2.180], [-0.467, -6.035, -2.850], [-2.265, -6.072, -1.838], [0.580, -3.912, -0.512], [1.977, -4.939, -1.058], [1.315, -5.183, 0.607], [-2.679, -5.754, -0.882], [-2.240, -7.160, -1.888], [-2.893, -5.707, -2.650], [3.218, 3.312, -1.573], [2.408, 3.633, -2.740], [2.187, 2.874, -3.617], [2.030, 5.109, -2.852], [1.175, 5.015, -3.380], [1.792, 5.423, -1.922], [3.034, 5.887, -3.628], [2.679, 2.442, -1.199], [3.123, 4.042, -0.769], [4.242, 3.128, -1.898], [4.000, 5.826, -3.127], [2.680, 6.908, -3.770], [3.018, 5.576, -4.672], [5.351, 3.743, 4.238], [5.274, 2.747, 3.122], [4.238, 2.435, 2.619], [6.619, 1.977, 2.809], [7.165, 2.608, 2.239], [7.105, 2.067, 3.690], [6.372, 0.658, 2.110], [5.720, 3.296, 5.161], [4.482, 4.386, 4.383], [6.224, 4.297, 3.892], [7.242, 0.257, 1.589], [5.547, 0.824, 1.417], [6.043, 0.012, 2.924], [-1.887, -2.274, -3.311], [-1.638, -2.793, -1.767], [-2.818, -3.563, -3.710], [-3.221, -1.510, -2.957], [-1.912, -1.657, -4.846], [-0.966, -1.010, -2.937], [-0.534, -3.069, -3.721], [-1.521, 2.093, 4.636], [-1.185, 3.374, 5.614], [-2.651, 1.554, 5.723], [-2.714, 2.963, 3.806], [-1.750, 0.857, 3.611], [-0.373, 2.583, 3.546], [-0.418, 1.134, 5.408], [4.275, -2.218, -0.566], [4.394, -1.598, 0.998], [5.744, -2.759, -0.319], [3.713, -3.614, 0.047], [4.272, -2.952, -2.015], [2.760, -1.690, -0.700], [4.938, -0.913, -1.211], [-1.028, -3.135, 2.485], [-2.455, -3.580, 3.212], [-1.428, -4.204, 1.285], [-1.836, -2.052, 1.589], [0.369, -2.811, 1.902], [-0.810, -2.085, 3.669], [-0.208, -4.294, 3.336], [3.941, -1.278, 5.566], [3.485, -2.830, 6.000], [2.380, -0.843, 5.488], [3.986, -0.918, 7.155], [4.508, 0.200, 5.188], [5.476, -1.831, 5.553], [3.731, -1.682, 4.019], [-0.692, 3.662, -0.411], [-1.201, 2.915, -1.219], [-0.843, 3.483, 0.791], [0.081, 4.519, -0.780]], "mulliken_charge": [-0.114, 0.017, -0.482, 1.987, -0.667, -0.022, -0.257, 0.143, 0.321, -0.137, 0.478, -0.427, 0.186, -1.327, 0.239, -0.263, 0.135, 0.418, 0.391, -0.609, 0.428, 0.448, 0.161, 0.121, 0.407, 0.242, 0.081, 0.238, -0.457, -0.181, 0.382, 0.433, -0.687, 0.318, -0.030, -0.192, 0.327, 0.177, 0.389, 0.586, 0.212, -0.470, -0.018, 0.391, 0.348, -0.686, -0.393, -0.392, 0.447, 0.370, 0.336, 0.280, -0.091, 0.369, -0.547, 0.350, -0.190, 0.389, -0.727, -0.535, 0.529, 0.341, 0.247, 0.417, 0.296, -0.848, 0.375, -0.403, 0.001, 0.282, 0.480, -0.769, 0.074, 0.431, 0.415, 0.341, 0.395, 0.259, -1.486, 0.658, -0.230, -0.106, 0.361, 0.403, -0.576, 0.409, 0.313, 0.475, 0.323, 0.165, 0.245, 1.231, 0.046, -0.437, -0.370, -0.374, -0.404, -0.441, 1.420, -0.362, -0.420, -0.406, -0.506, -0.345, -0.401, 1.476, -0.409, -0.425, -0.390, -0.403, -0.378, -0.404, 1.576, -0.473, -0.416, -0.504, -0.273, -0.394, -0.412, 1.279, -0.424, -0.332, -0.392, -0.332, -0.391, -0.380, 1.117, -0.590, -0.603, -0.807]}